Density functional theory data (the ωB97M-V functional and the def2-TZVPD basis) for a cluster of 5 separate species, C17H42N3O9PS4 in total at a distorted geometry.

The geometry in XYZ format:
```
76
Properties=species:S:1:pos:R:3:forces:R:3
N -1.93510 -1.12885 -0.29949 0.3 0.0 -0.3
C -0.89964 -1.76480 0.09872 -0.3 -0.1 0.2
N -0.40547 -2.85945 -0.60380 0.1 0.3 -0.1
N -0.16076 -1.47255 1.23772 0.0 -0.5 0.0
C 0.22361 -2.60022 2.11050 -0.6 0.3 0.3
C 0.75220 -2.05685 3.42254 0.5 0.2 -0.5
C 2.14660 -1.43466 3.32701 -0.4 0.1 0.4
C 2.17765 -0.06526 2.62532 0.4 -0.6 0.3
C 3.07072 0.00919 1.38138 -0.1 0.7 -0.8
C 3.26026 -1.29087 0.61941 0.9 -0.7 0.9
O 4.14151 -2.11485 0.77556 -1.4 0.7 -0.4
O 2.26622 -1.41657 -0.28781 0.6 -0.5 -0.4
C 1.74412 -0.13726 -0.63090 -0.6 0.9 0.5
C 2.52287 0.87721 0.22659 0.4 -0.6 0.0
P 1.73094 2.47150 0.51830 0.8 1.1 -0.8
O 2.46039 3.52824 -0.19883 0.1 0.0 -0.1
O 1.64000 2.73388 2.07385 0.0 -0.7 -0.3
O 0.24154 2.32317 0.00348 -0.7 -0.1 0.3
H -2.17528 -0.39784 0.36263 -0.3 0.1 0.0
H -0.90817 -2.95605 -1.47045 -0.1 -0.1 -0.1
H 0.58563 -2.73363 -0.77612 0.1 -0.4 0.2
H -0.61511 -0.75432 1.77856 -0.1 0.2 0.0
H -0.67231 -3.18338 2.32615 -0.1 -0.3 0.0
H 0.93855 -3.26320 1.64206 0.2 0.0 -0.2
H 0.76607 -2.85307 4.15653 0.0 -0.2 0.1
H 0.07688 -1.28255 3.78433 -0.3 0.0 0.2
H 2.46870 -1.29631 4.35395 0.3 0.0 0.2
H 2.83697 -2.14809 2.89004 0.1 -0.1 -0.1
H 1.17721 0.27592 2.40288 -0.2 0.0 -0.1
H 2.57802 0.65511 3.32478 0.0 0.3 0.1
H 4.03943 0.41451 1.63894 0.3 -0.3 0.2
H 1.88016 0.00476 -1.69347 0.2 0.1 -0.3
H 0.68797 -0.05376 -0.40296 -0.1 -0.4 0.0
H 3.38781 1.14169 -0.37432 0.2 0.4 0.0
H 1.11650 3.54638 2.18196 -0.5 0.1 0.4
H 0.16755 2.65167 -0.91731 0.2 -0.2 0.0
C -6.10196 1.55422 -1.87566 -0.1 0.1 0.0
S -4.49845 0.78967 -1.58902 -0.1 -0.1 0.0
O -4.02069 1.29245 -0.27538 0.0 0.2 0.1
C -3.62412 1.72434 -2.85027 -0.2 0.0 0.4
H -6.80035 1.14170 -1.15120 0.0 0.0 0.0
H -6.02603 2.63362 -1.74099 0.0 0.0 0.0
H -6.43999 1.31837 -2.88480 0.0 0.0 0.0
H -3.71626 2.79198 -2.64741 0.0 0.0 0.0
H -4.03623 1.48391 -3.83059 0.0 0.0 0.0
H -2.57841 1.42846 -2.80755 -1.0 0.1 0.6
C -3.17881 4.19371 3.31475 0.0 0.1 0.1
S -2.02875 3.72468 2.01764 0.0 -0.2 -0.2
O -0.67415 4.14947 2.47745 0.0 0.3 0.2
C -2.57569 4.95442 0.82861 0.0 0.1 -0.1
H -2.97426 3.57009 4.18181 0.0 0.0 0.0
H -3.03629 5.24331 3.57293 0.0 0.0 0.0
H -4.19708 4.01694 2.96972 0.0 0.0 0.0
H -2.47081 5.95180 1.25604 0.0 0.0 0.0
H -3.61435 4.75832 0.56267 0.0 -0.1 0.0
H -1.94618 4.86349 -0.05416 0.0 -0.1 0.0
C -0.96166 1.00196 -4.04800 0.4 0.1 -0.4
S 0.65356 1.75845 -3.84247 0.1 -0.3 -0.2
O 0.56631 2.66184 -2.66364 -0.3 0.2 0.0
C 0.57754 2.80882 -5.29318 0.0 0.1 -0.1
H -1.12456 0.33434 -3.20312 0.1 -0.1 0.0
H -1.72871 1.77665 -4.06249 0.7 0.0 -0.5
H -0.97749 0.42918 -4.97501 0.0 0.0 0.0
H -0.28922 3.46549 -5.22343 0.0 0.0 0.0
H 0.51648 2.18440 -6.18412 0.0 0.0 0.0
H 1.48839 3.40217 -5.32225 0.0 0.0 0.0
C 4.35724 -5.51919 0.56362 0.1 -0.1 0.1
S 2.56441 -5.51008 0.50642 0.0 0.2 -0.2
O 2.08107 -5.53625 1.91196 0.0 0.0 0.1
C 2.37865 -7.17536 -0.14689 0.0 -0.1 0.0
H 4.67709 -4.56853 0.98378 -0.1 0.1 0.0
H 4.69709 -6.34210 1.19318 -0.1 0.0 0.0
H 4.74983 -5.62192 -0.44805 0.0 0.0 0.0
H 2.84907 -7.88859 0.52999 0.0 0.0 0.0
H 2.83506 -7.22798 -1.13533 0.0 0.0 0.0
H 1.31448 -7.38712 -0.22328 0.0 0.0 0.0
```
Positions in Å, forces in eV/Å.

Computed properties:
total charge	0
HOMO	-8.5	eV